No. 1
Molecular formula: C8H13N2
Method: DFT, wB97M-V/def2-TZVPD

Bonds (Å) are listed after each position.
Positions of all 23 atoms, in Å:
1 C 0.05512 -1.53917 1.59374  C2 1.386, C4 1.405, H11 1.087
2 C 0.18931 -1.45050 0.21697  C1 1.386, C3 1.428, C7 1.445
3 C -0.01324 -0.06178 -0.04876  C2 1.428, C5 1.448, N9 1.406
4 C -0.33836 -0.30142 2.13050  C1 1.405, C8 1.494, N9 1.349
5 C -0.02411 0.69604 -1.28312  C3 1.448, N10 1.302
6 C 0.40709 3.05407 -2.25391  H12 1.094, H13 1.034, H14 1.112
7 C 0.49068 -2.53043 -0.69427  C2 1.445, H15 1.062, H16 1.150, H17 1.160
8 C -0.90569 0.21133 3.41442  C4 1.494, H18 1.096, H19 1.159, H20 1.070
9 N -0.24522 0.62536 1.15535  C3 1.406, C4 1.349, H21 0.992
10 N 0.26651 0.22432 -2.46096  C5 1.302, H22 0.999, H23 1.026
11 H 0.18098 -2.40548 2.23843  C1 1.087
12 H 1.41737 2.68263 -2.06120  C6 1.094
13 H -0.15189 2.65246 -3.02551  C6 1.034
14 H 0.10642 4.05817 -1.88219  C6 1.112
15 H 1.52253 -2.68562 -0.89377  C7 1.062
16 H 0.09233 -3.56469 -0.38924  C7 1.150
17 H 0.09087 -2.26614 -1.75096  C7 1.160
18 H -0.61256 1.26709 3.44831  C8 1.096
19 H -2.01195 0.13930 3.07583  C8 1.159
20 H -0.84422 -0.45400 4.25068  C8 1.070
21 H -0.34804 1.61074 1.10601  N9 0.992
22 H 0.23624 0.81209 -3.26844  N10 0.999
23 H 0.43983 -0.77438 -2.61790  N10 1.026

Strongest force on any atom: 3.6 eV Å⁻¹
Net charge: +1
Energy relative to the best compared isomer or geometry (same formula, charge and spin): 5.292 eV
Orbital gap: 6.61 eV
Total energy: -421.742429 a.u.
Highest occupied orbital energy: -12.1 eV

***

No. 2
Molecular formula: C9H6N3OS
Method: DFT, wB97M-V/def2-TZVPD

Bonds (Å) are listed after each position.
Positions of all 20 atoms, in Å:
1 C 1.72093 -1.12792 -2.01963  C2 1.391, C3 1.384, H15 1.082
2 C 1.13254 -0.02276 -1.41350  C1 1.391, C5 1.365, H16 1.080
3 C 2.01334 -2.25510 -1.27122  C1 1.384, C4 1.386, H17 1.082
4 C 1.73081 -2.29326 0.08488  C3 1.386, C9 1.389, H18 1.082
5 C 0.86703 -0.11427 -0.07722  C2 1.365, C9 1.366
6 C -1.83663 -0.61112 -0.47440  N10 1.186, O13 1.167
7 C -1.44834 1.51063 0.73107  N10 1.410, N11 1.256, N12 1.349
8 C -2.24807 3.28115 2.03571  N12 1.297, S14 1.660, H19 1.101
9 C 1.13875 -1.20060 0.70577  C4 1.389, C5 1.366, H20 1.079
10 N -2.05101 0.38257 0.13745  C6 1.186, C7 1.410
11 N -0.21309 1.67678 0.88534  C7 1.256
12 N -2.36548 2.44745 1.04939  C7 1.349, C8 1.297
13 O -1.84807 -1.61532 -1.06894  C6 1.167
14 S -3.28394 4.55550 2.28092  C8 1.660
15 H 1.94274 -1.10585 -3.07876  C1 1.082
16 H 0.89029 0.86576 -1.97790  C2 1.080
17 H 2.46256 -3.11656 -1.74794  C3 1.082
18 H 1.96400 -3.17763 0.66381  C4 1.082
19 H -1.46756 3.13096 2.79728  C8 1.101
20 H 0.89920 -1.21042 1.75790  C9 1.079

Strongest force on any atom: 3.9 eV Å⁻¹
Net charge: -1
Energy relative to the best compared isomer or geometry (same formula, charge and spin): 2.711 eV
Orbital gap (alpha / beta): 6.79 / 6.85 eV
Total energy: -984.193656 a.u.
Highest occupied orbital energy (alpha / beta): -3.9 / -3.9 eV

***

Repeat the second record exactly.
Molecular formula: C9H6N3OS
Method: DFT, wB97M-V/def2-TZVPD

Bonds (Å) are listed after each position.
Positions of all 20 atoms, in Å:
1 C 1.72093 -1.12792 -2.01963  C2 1.391, C3 1.384, H15 1.082
2 C 1.13254 -0.02276 -1.41350  C1 1.391, C5 1.365, H16 1.080
3 C 2.01334 -2.25510 -1.27122  C1 1.384, C4 1.386, H17 1.082
4 C 1.73081 -2.29326 0.08488  C3 1.386, C9 1.389, H18 1.082
5 C 0.86703 -0.11427 -0.07722  C2 1.365, C9 1.366
6 C -1.83663 -0.61112 -0.47440  N10 1.186, O13 1.167
7 C -1.44834 1.51063 0.73107  N10 1.410, N11 1.256, N12 1.349
8 C -2.24807 3.28115 2.03571  N12 1.297, S14 1.660, H19 1.101
9 C 1.13875 -1.20060 0.70577  C4 1.389, C5 1.366, H20 1.079
10 N -2.05101 0.38257 0.13745  C6 1.186, C7 1.410
11 N -0.21309 1.67678 0.88534  C7 1.256
12 N -2.36548 2.44745 1.04939  C7 1.349, C8 1.297
13 O -1.84807 -1.61532 -1.06894  C6 1.167
14 S -3.28394 4.55550 2.28092  C8 1.660
15 H 1.94274 -1.10585 -3.07876  C1 1.082
16 H 0.89029 0.86576 -1.97790  C2 1.080
17 H 2.46256 -3.11656 -1.74794  C3 1.082
18 H 1.96400 -3.17763 0.66381  C4 1.082
19 H -1.46756 3.13096 2.79728  C8 1.101
20 H 0.89920 -1.21042 1.75790  C9 1.079

Strongest force on any atom: 3.9 eV Å⁻¹
Net charge: -1
Energy relative to the best compared isomer or geometry (same formula, charge and spin): 2.711 eV
Orbital gap (alpha / beta): 6.79 / 6.85 eV
Total energy: -984.193656 a.u.
Highest occupied orbital energy (alpha / beta): -3.9 / -3.9 eV

***

Among the records above, which one has the highest net charge?
C8H13N2

***

total energy of number 1 (C8H13N2)?
-421.742429 a.u.

***

Which of these has the lowest total energy?
C9H6N3OS